Below is a structure of composition C96H216AsF6P6 in a non-equilibrium geometry, with properties calculated with ωB97M-V with the def2-TZVPD basis set.

Summary:
Highest occupied orbital energy, eV: -18.11
Energy relative to the best compared isomer or geometry (same formula, charge and spin), kcal per mole: 53.9
Gap between HOMO and LUMO, eV: 10.61
Energy, eV: -235897.8912
Net charge: +5

```
325
Properties=species:S:1:pos:R:3:forces:R:3:lowdin_charge:R:1
As -0.8836 1.2087 -1.6647 0.72 1.40 -0.75 0.711
F -0.9567 2.1980 -3.0960 0.52 -0.15 -0.32 -0.257
F -1.7171 2.4697 -0.8592 -0.30 0.58 0.49 -0.239
F -0.8319 0.3180 -0.2559 -0.24 -1.40 1.63 -0.216
F 0.0156 -0.0438 -2.4763 -0.26 0.13 -0.35 -0.251
F 0.6723 1.9409 -1.1426 -0.71 -0.13 -0.75 -0.286
F -2.4261 0.5287 -2.1302 0.35 -0.36 -0.06 -0.250
C 10.4026 -5.6448 1.4342 -2.15 -0.17 -0.46 -0.082
C 9.6100 -5.1698 2.6566 0.13 0.00 0.46 -0.272
C 8.1140 -5.3950 2.6766 -0.64 -0.84 -1.26 -0.253
C 7.4172 -4.8548 1.4068 -1.09 -0.64 -0.62 -0.261
P 5.5795 -5.0745 1.4793 0.87 -1.63 0.55 1.054
C 5.3477 -6.9419 1.5248 0.27 -0.21 -1.80 -0.242
C 3.9598 -7.5757 1.2384 -0.36 0.05 -1.24 -0.260
C 3.8115 -9.1342 1.3394 0.07 0.66 1.33 -0.236
C 2.3154 -9.5876 1.2822 0.04 0.95 -1.59 -0.101
C 5.0870 -4.3519 3.0848 0.13 2.56 -2.04 -0.296
C 4.9236 -5.1871 4.2820 -0.29 -0.13 1.50 -0.256
C 4.6863 -4.3095 5.5191 -0.58 -1.09 1.49 -0.238
C 3.3543 -3.5776 5.5205 0.25 -0.59 0.64 -0.088
C 4.7733 -4.2917 0.0694 -0.44 -0.08 0.11 -0.286
C 4.8538 -2.7808 -0.0484 -1.43 0.68 0.56 -0.233
C 3.7405 -2.2888 -1.0184 1.14 -1.46 -1.49 -0.221
C 4.1066 -2.5487 -2.5226 1.80 -0.21 1.89 -0.060
H 11.4164 -5.3461 1.5755 0.76 -0.04 -0.26 0.070
H 9.9722 -5.2127 0.4879 0.72 -0.35 0.76 0.080
H 10.2882 -6.7533 1.3863 0.41 0.75 -0.16 0.098
H 9.7535 -4.1102 2.9222 0.43 -0.30 -0.24 0.118
H 9.9491 -5.7943 3.4779 0.40 0.35 0.44 0.113
H 7.6979 -4.8921 3.5479 -0.02 -0.19 0.18 0.084
H 7.9052 -6.4974 2.7235 0.10 0.91 0.18 0.128
H 7.6794 -5.4295 0.4956 0.21 0.25 0.46 0.102
H 7.6157 -3.8057 1.1827 0.12 0.12 0.19 0.103
H 5.8106 -7.2008 2.4658 -0.15 -0.32 0.45 0.072
H 6.0122 -7.3958 0.7248 -0.30 0.83 0.86 0.127
H 3.6619 -7.2882 0.1848 0.41 -0.28 0.88 0.118
H 3.1899 -7.1317 1.8289 -0.57 0.41 0.82 0.081
H 4.2007 -9.4720 2.3200 0.00 0.23 -0.38 0.113
H 4.4884 -9.5683 0.6023 -0.47 -0.30 -0.21 0.108
H 1.7183 -9.3748 2.1861 0.63 -0.09 -0.22 0.076
H 2.2251 -10.6437 1.0212 0.11 0.06 0.28 0.074
H 1.7999 -9.0420 0.4338 0.46 -0.50 0.80 0.078
H 4.2007 -3.6761 2.8968 0.77 -0.77 0.13 0.099
H 5.9580 -3.6490 3.2212 -0.84 -0.35 0.14 0.112
H 5.8384 -5.6988 4.5210 0.35 -0.68 -0.24 0.105
H 4.1071 -5.8971 4.1784 -0.02 -0.24 -0.04 0.125
H 5.5019 -3.6098 5.6431 0.36 0.23 -0.08 0.081
H 4.7110 -4.9813 6.4188 0.18 0.54 -0.74 0.136
H 3.3222 -2.7328 6.2043 -0.03 -0.15 0.32 0.061
H 2.5088 -4.2528 5.6886 0.15 0.16 0.12 0.092
H 3.2634 -3.1772 4.5602 -0.66 0.94 -1.60 0.022
H 3.6985 -4.5813 0.0862 0.65 -0.05 0.05 0.103
H 5.2233 -4.6869 -0.8222 0.14 -0.77 -0.43 0.094
H 5.8313 -2.3834 -0.3000 0.20 -0.17 -0.20 0.120
H 4.5786 -2.3584 0.9204 0.18 0.18 0.16 0.096
H 3.6303 -1.2384 -0.8982 -0.70 0.81 0.37 0.093
H 2.8477 -2.8985 -0.8241 -0.04 0.69 0.31 0.071
H 4.7663 -1.7736 -2.8956 0.02 0.28 -0.07 0.076
H 3.2852 -2.6341 -3.1724 -1.17 -0.15 -0.71 0.038
H 4.7227 -3.4599 -2.5544 -0.41 0.03 -0.36 0.072
C 0.6341 -2.5619 0.9493 -1.54 2.18 0.42 -0.126
C 0.1390 -3.6807 0.0853 1.19 -1.41 0.22 -0.290
C -0.2659 -3.0660 -1.2291 -0.44 0.44 -0.11 -0.266
C -0.6476 -4.1512 -2.2415 -0.01 -0.07 1.50 -0.280
P -1.4210 -3.6348 -3.7456 -0.21 1.31 -0.08 1.009
C -1.8088 -5.0909 -4.6733 -0.51 -1.23 -0.22 -0.257
C -0.9473 -6.3640 -4.3793 -0.48 0.09 -1.00 -0.242
C 0.3523 -6.3084 -5.1666 0.44 -1.30 0.28 -0.274
C 1.1734 -7.6109 -4.9356 0.36 0.24 0.40 -0.106
C -0.1611 -2.6698 -4.5842 0.88 -0.16 0.65 -0.288
C -0.5753 -2.0607 -5.8747 0.79 0.32 -1.92 -0.283
C 0.6559 -1.3364 -6.5084 -2.40 0.40 -1.20 -0.198
C 0.0973 -0.5698 -7.7694 1.12 1.14 0.81 -0.099
C -2.9139 -2.5386 -3.5487 0.18 -1.76 -1.49 -0.228
C -4.0241 -3.3224 -2.8430 -0.18 0.36 1.12 -0.240
C -5.3856 -2.5957 -2.8495 0.24 0.13 -0.15 -0.230
C -5.2204 -1.1771 -2.3119 -0.36 -0.57 0.37 -0.109
H 1.3006 -1.8415 0.4339 -0.28 -0.61 -0.02 0.071
H 1.1267 -2.8393 1.8531 0.24 -0.47 0.78 0.052
H -0.2683 -1.9235 1.2114 1.05 -0.57 0.02 0.090
H -0.6359 -4.3381 0.5591 0.37 0.84 -0.31 0.131
H 1.0039 -4.3772 -0.0652 -0.54 0.23 -0.22 0.107
H 0.6254 -2.4962 -1.5565 -0.72 -0.01 -0.20 0.103
H -1.0974 -2.3526 -1.0056 0.58 -0.33 -0.49 0.124
H -1.3675 -4.8158 -1.7221 0.50 -0.10 -0.36 0.116
H 0.3053 -4.6746 -2.4647 -0.81 -0.16 -0.20 0.117
H -1.7237 -4.7534 -5.7037 0.43 -0.24 -0.39 0.093
H -2.8497 -5.4222 -4.6622 -0.14 0.55 0.62 0.101
H -1.5511 -7.2215 -4.7623 0.50 0.53 0.31 0.134
H -0.7594 -6.5824 -3.3207 -0.23 0.37 -0.15 0.103
H 1.0015 -5.4517 -4.8510 -0.64 -0.43 -0.58 0.097
H 0.0723 -6.2994 -6.2530 0.56 0.50 0.85 0.132
H 1.5302 -7.7824 -3.8911 -0.50 0.53 -0.45 0.074
H 2.1062 -7.4692 -5.5055 -0.45 -0.77 -0.13 0.077
H 0.5875 -8.5287 -5.1694 0.61 0.69 -0.36 0.092
H 0.7959 -3.2674 -4.6723 -1.09 0.48 0.01 0.117
H 0.0693 -1.8023 -3.9473 0.00 -0.41 0.37 0.084
H -1.3840 -1.3389 -5.7817 -0.07 0.06 0.36 0.087
H -0.8974 -2.7655 -6.6469 -0.18 -0.29 0.27 0.114
H 1.3148 -2.1304 -6.8787 0.55 0.56 0.63 0.119
H 0.9715 -0.6124 -5.7439 0.86 -0.41 -0.45 0.103
H -0.5709 0.2538 -7.4367 0.37 -0.31 -0.13 0.058
H -0.4948 -1.1994 -8.3906 -0.44 -0.76 -0.44 0.046
H 0.8751 -0.1244 -8.4399 -0.44 -0.36 0.77 0.089
H -3.2470 -2.3205 -4.5887 0.29 -0.21 0.35 0.106
H -2.6172 -1.5938 -3.1549 0.25 0.60 0.79 0.057
H -3.6938 -3.4826 -1.7922 -0.33 0.06 -0.39 0.118
H -4.1199 -4.3068 -3.2818 -0.06 -0.24 -0.16 0.091
H -6.1681 -3.1352 -2.2966 0.52 -0.03 0.17 0.116
H -5.8140 -2.5605 -3.8602 0.41 0.04 -0.06 0.114
H -4.4623 -0.6068 -2.8391 0.00 0.12 0.12 0.042
H -5.0491 -1.1666 -1.2352 0.64 -0.13 0.06 0.070
H -6.1585 -0.6823 -2.3718 -0.88 0.71 -0.46 0.063
C -7.2295 6.2503 -7.8134 0.34 0.88 -0.75 -0.118
C -7.2967 4.7401 -8.0407 -0.79 1.06 0.99 -0.252
C -6.3782 4.0240 -7.0099 -0.02 -1.42 -1.36 -0.231
C -4.9367 4.3357 -7.4546 1.07 0.18 -0.18 -0.264
P -3.5745 3.3393 -6.6420 -0.22 0.80 -0.49 1.025
C -3.8063 1.6079 -6.9272 -0.26 -1.15 -0.42 -0.276
C -4.1465 1.1268 -8.3667 -0.05 0.52 0.30 -0.223
C -4.6050 -0.3057 -8.3889 0.39 -1.04 1.23 -0.229
C -3.7134 -1.3427 -7.6618 -1.00 -0.35 -0.85 -0.090
C -1.9627 3.8872 -7.2874 -0.82 -0.36 -0.32 -0.273
C -1.6789 3.8252 -8.7806 0.31 1.83 -0.09 -0.222
C -0.4653 4.7296 -9.1478 0.19 -1.43 0.45 -0.255
C -0.2618 4.8461 -10.6553 0.41 0.71 0.53 -0.085
C -3.4946 3.6070 -4.8425 -1.35 0.89 0.66 -0.260
C -4.5417 2.9359 -3.9334 -0.91 -1.60 0.90 -0.251
C -4.5318 3.5792 -2.5110 0.49 -0.01 -0.96 -0.261
C -5.4135 2.8692 -1.4734 -0.17 0.62 -0.12 -0.088
H -8.0730 6.7709 -8.2869 0.33 -0.22 -0.19 0.086
H -6.2978 6.6134 -8.2931 -0.53 0.29 0.43 0.074
H -7.2772 6.6067 -6.7786 0.24 -0.48 0.04 0.080
H -7.0117 4.5813 -9.0823 0.32 -0.45 0.16 0.110
H -8.3680 4.5093 -8.0226 0.34 -0.72 0.53 0.114
H -6.5146 2.9022 -7.1420 0.04 1.15 0.48 0.119
H -6.5354 4.3018 -5.9584 -0.28 0.01 -0.44 0.105
H -4.6420 5.4140 -7.3507 -0.32 -0.85 0.19 0.109
H -4.8971 4.1564 -8.5610 0.35 -0.11 0.89 0.108
H -4.6346 1.3043 -6.2672 0.21 0.00 -0.03 0.104
H -2.8948 1.0846 -6.5721 -0.41 0.34 -0.01 0.096
H -3.3119 1.2149 -9.0404 0.65 0.27 -0.08 0.101
H -4.9405 1.7266 -8.8246 0.06 0.11 0.24 0.112
H -4.6262 -0.6383 -9.4012 -0.51 -0.11 -0.85 0.110
H -5.5897 -0.3791 -7.9492 -0.47 0.05 -0.09 0.111
H -4.2634 -2.2843 -7.4903 0.04 0.45 0.00 0.091
H -3.3065 -1.0124 -6.7419 0.22 0.41 1.10 0.012
H -2.8920 -1.6173 -8.2853 0.77 -0.11 -0.49 0.057
H -1.2080 3.3654 -6.7175 0.32 -0.14 0.33 0.080
H -1.9700 4.9212 -7.0248 0.31 0.97 0.54 0.088
H -2.4195 4.3927 -9.3395 -0.87 -0.68 0.01 0.110
H -1.5988 2.8194 -9.1147 0.13 -0.78 -0.56 0.095
H 0.4338 4.3817 -8.6047 -0.15 0.06 -0.53 0.094
H -0.6832 5.6892 -8.7261 -0.17 0.81 0.21 0.100
H 0.1708 3.9425 -11.0565 -0.11 -0.28 -0.33 0.076
H 0.4450 5.6596 -10.8390 0.06 -0.15 -0.09 0.083
H -1.1755 5.1428 -11.1779 0.00 -0.34 0.07 0.084
H -3.7423 4.6795 -4.6764 0.63 -0.25 -0.45 0.113
H -2.5228 3.3995 -4.3831 0.12 0.03 -0.53 0.078
H -4.3210 1.8571 -3.7534 0.29 0.57 -0.32 0.095
H -5.6031 2.8669 -4.3106 1.02 0.64 0.03 0.121
H -4.8579 4.6102 -2.6011 -0.19 0.31 -0.08 0.103
H -3.4824 3.6731 -2.1528 -0.53 -0.44 -0.27 0.087
H -6.3825 3.4412 -1.3738 1.01 -0.83 0.21 0.100
H -4.7938 2.9135 -0.5641 -0.85 -0.19 0.08 0.055
H -5.6385 1.8132 -1.7247 0.22 0.55 0.10 0.061
C 3.1610 10.8640 -2.6264 0.66 1.94 1.78 -0.120
C 1.8926 10.0543 -2.5871 -0.44 -1.46 -0.17 -0.259
C 2.1794 8.5623 -2.2568 1.16 0.30 1.18 -0.269
C 1.3205 7.5180 -2.9359 -1.16 0.60 -1.33 -0.278
P 1.5951 5.8370 -2.3751 -0.24 0.07 1.46 0.976
C 0.3857 5.3499 -1.0947 -0.53 0.40 -1.15 -0.276
C 0.3314 6.1462 0.1789 0.31 0.34 1.26 -0.248
C -0.7902 5.5892 1.0869 0.13 0.45 1.09 -0.240
C -2.2015 5.7179 0.5100 -0.19 -0.06 -0.60 -0.103
C 1.3467 4.6993 -3.7009 1.49 -0.30 -1.80 -0.247
C 2.3603 4.8055 -4.9788 -1.93 -0.43 1.76 -0.175
C 1.8348 4.0191 -6.1513 -0.02 -0.49 -0.15 -0.265
C 1.7808 2.5337 -5.8582 -1.81 -0.44 -0.58 -0.100
C 3.2279 5.6253 -1.6638 0.08 -1.46 -0.88 -0.247
C 3.4064 4.0981 -1.3286 1.65 0.58 -1.12 -0.232
C 4.8042 3.9054 -0.6619 -1.00 -2.13 -3.05 -0.212
C 5.1252 2.3786 -0.4921 1.17 2.26 -0.92 -0.076
H 3.6519 10.9250 -1.6013 -0.54 -0.14 -1.16 0.101
H 2.9375 11.9220 -2.8963 0.08 -0.69 0.22 0.090
H 3.9415 10.5578 -3.3275 -0.39 -0.46 -0.04 0.077
H 1.4781 10.0748 -3.5762 -0.38 0.00 -0.77 0.096
H 1.0670 10.4025 -1.9432 0.69 0.29 -0.01 0.123
H 2.1150 8.3755 -1.1582 0.18 0.42 -0.54 0.110
H 3.2512 8.3995 -2.5314 -0.75 -0.16 0.22 0.117
H 1.5907 7.5028 -4.0147 -0.28 0.00 0.43 0.102
H 0.2108 7.7769 -2.9117 1.24 -0.43 0.16 0.137
H 0.3727 4.2695 -0.8980 0.33 0.18 -0.25 0.081
H -0.5530 5.5719 -1.6195 -0.05 -0.29 -0.09 0.092
H 0.1939 7.2131 0.0063 -0.22 0.11 -0.24 0.111
H 1.2797 6.1017 0.7420 -0.19 -0.23 -0.20 0.113
H -0.7120 6.0561 2.1249 -0.10 -0.58 -1.34 0.132
H -0.5670 4.5116 1.1743 -0.18 0.27 0.30 0.099
H -2.5924 6.7150 0.3020 0.60 0.37 0.15 0.081
H -2.9973 5.2873 1.1199 0.35 -0.36 0.15 0.069
H -2.1982 5.2067 -0.4585 -0.34 -0.15 0.15 0.042
H 0.3331 4.8574 -4.0507 -0.35 -0.20 -0.03 0.098
H 1.4591 3.7242 -3.2348 -0.43 -0.29 -0.13 0.071
H 3.3024 4.4036 -4.6741 0.84 0.06 0.20 0.100
H 2.4074 5.8306 -5.2350 0.51 1.13 -0.29 0.084
H 2.4300 4.1949 -7.0697 -0.15 0.05 0.59 0.131
H 0.8218 4.3394 -6.3676 -0.20 0.31 -0.19 0.074
H 0.9691 2.2144 -5.1809 0.37 0.53 0.31 0.069
H 2.6895 2.1157 -5.5221 1.18 -0.36 0.45 0.068
H 1.4880 1.9963 -6.7538 0.26 -0.12 -0.48 0.059
H 3.3462 6.2152 -0.7743 0.07 0.55 0.28 0.091
H 3.9681 5.9043 -2.4481 -0.28 -0.03 0.72 0.121
H 3.3988 3.5788 -2.3052 -0.04 -0.10 0.52 0.105
H 2.6581 3.6510 -0.6990 -0.63 0.11 0.22 0.086
H 4.7076 4.4269 0.2279 0.60 0.88 1.97 0.083
H 5.5195 4.3276 -1.3588 0.38 0.43 0.36 0.111
H 4.2675 1.9721 -0.0906 -1.76 -1.45 1.01 0.024
H 5.9514 2.2988 0.1837 0.47 -0.32 0.52 0.062
H 5.4102 1.8569 -1.4170 -0.28 0.43 0.11 0.083
C 5.2833 5.9665 8.0535 0.23 0.50 1.46 -0.105
C 5.9110 5.1423 6.9738 1.14 1.10 -0.49 -0.287
C 5.1853 3.8781 6.6271 0.54 -0.48 -1.63 -0.259
C 5.7180 2.6866 7.4048 -0.53 0.22 -0.50 -0.250
P 4.7385 1.2007 7.4517 0.45 0.00 -1.99 0.954
C 5.7672 -0.0638 8.0781 1.36 -1.22 -0.94 -0.265
C 6.6349 -0.7719 7.0061 0.83 0.16 0.56 -0.237
C 7.3190 -2.0482 7.5937 -0.08 0.23 0.21 -0.239
C 8.2891 -2.7510 6.6140 0.62 0.55 0.26 -0.105
C 4.0187 0.6798 5.8146 1.33 1.59 -0.43 -0.230
C 2.9499 1.6204 5.2122 0.61 -0.30 0.83 -0.254
C 2.6806 1.1562 3.7931 -0.72 0.68 -0.54 -0.232
C 1.5838 1.9927 3.0190 1.11 -0.07 1.56 -0.061
C 3.4485 1.4880 8.5276 -1.69 -0.66 1.66 -0.288
C 2.5044 0.2523 8.8504 0.20 0.27 -0.39 -0.209
C 1.2745 0.6455 9.6710 -0.85 2.20 -0.65 -0.249
C 1.6976 1.3641 10.9650 0.52 -1.55 0.56 -0.095
H 5.0826 5.4039 8.9792 0.14 0.00 -0.18 0.077
H 4.3228 6.3093 7.6999 -0.34 0.39 0.01 0.072
H 5.9113 6.8429 8.3667 -0.62 -0.77 -0.49 0.106
H 6.9765 4.9580 7.1740 -0.24 -0.27 0.15 0.124
H 5.9572 5.8007 6.1017 -0.11 -0.19 -0.19 0.117
H 5.4000 3.6518 5.5651 -0.06 0.07 0.26 0.120
H 4.1170 4.0139 6.6186 -0.57 0.07 0.60 0.100
H 5.9054 2.9526 8.4355 0.10 -0.05 0.50 0.114
H 6.6522 2.4051 6.9531 0.68 -0.12 -0.02 0.103
H 5.0400 -0.7611 8.4133 -0.44 -1.01 0.85 0.078
H 6.4748 0.1994 8.8637 -0.55 0.46 0.35 0.130
H 7.3543 -0.0050 6.6014 -0.29 -1.01 0.34 0.133
H 6.0266 -1.0964 6.1915 -0.53 -0.14 -0.79 0.067
H 6.5577 -2.7899 7.9606 0.29 0.75 -0.63 0.118
H 7.8189 -1.7608 8.5354 0.19 -0.13 -0.46 0.116
H 8.4585 -3.7679 6.9289 -0.13 -0.47 0.08 0.067
H 9.3131 -2.3244 6.5914 -0.69 0.18 0.11 0.089
H 7.9528 -2.7660 5.5708 -0.26 0.05 0.18 0.052
H 3.5720 -0.2821 5.8325 0.04 -1.26 0.47 0.062
H 4.8790 0.6751 5.0861 -0.69 -0.24 0.72 0.118
H 3.3879 2.5694 5.2115 0.62 1.73 -0.39 0.060
H 2.1244 1.7639 5.9125 -0.52 -0.59 -0.39 0.122
H 2.4592 0.1107 3.9197 -0.56 -0.66 -0.59 0.090
H 3.6346 1.1885 3.2614 -0.01 0.12 -0.08 0.105
H 0.6133 1.6837 3.3597 -0.57 -0.03 0.25 0.059
H 1.5625 1.9166 1.9403 0.43 -0.13 -0.21 0.053
H 1.7390 3.0420 3.3402 -0.23 -0.38 -0.48 0.080
H 2.9382 2.3368 8.1171 -0.91 0.41 -0.39 0.101
H 3.9320 1.9517 9.3841 -0.07 -0.37 0.58 0.104
H 3.0502 -0.5061 9.4361 0.08 0.26 -0.37 0.114
H 2.1849 -0.2059 7.8826 0.27 0.21 0.65 0.107
H 0.5991 -0.2006 9.8850 0.59 0.18 -0.03 0.116
H 0.6381 1.3616 9.0503 0.74 -0.81 0.58 0.123
H 2.0667 0.5897 11.6362 -0.07 -0.20 0.28 0.084
H 0.9648 1.8903 11.5283 -1.10 0.23 0.05 0.071
H 2.5361 2.0351 10.9567 0.37 0.50 -0.83 0.056
C -9.0773 1.2782 5.7533 1.80 1.58 0.27 -0.138
C -9.7895 0.0442 5.3008 -0.09 0.56 0.12 -0.245
C -8.8366 -0.8288 4.4612 0.39 0.90 0.95 -0.208
C -7.5415 -1.2763 5.1934 -0.76 0.81 1.53 -0.280
P -6.2399 -1.9884 4.2942 1.33 -1.66 -1.01 0.958
C -6.9531 -3.2703 3.2690 0.39 0.11 -0.36 -0.277
C -7.6215 -4.3594 4.1553 -0.34 1.18 -0.02 -0.215
C -8.6037 -5.2231 3.3107 1.41 -0.13 0.91 -0.239
C -9.7345 -4.5189 2.6090 0.62 1.87 0.26 -0.094
C -5.0663 -2.8282 5.4115 -2.16 -2.08 0.56 -0.251
C -4.0689 -3.8576 4.7823 -0.16 1.04 0.84 -0.224
C -2.6958 -3.6366 5.4199 0.70 0.94 -1.27 -0.233
C -2.0169 -2.3077 4.9333 -0.10 -1.91 -0.79 -0.088
C -5.1401 -0.9025 3.3340 -1.09 -0.41 -0.47 -0.251
C -5.8141 -0.1912 2.1235 0.48 -1.11 0.80 -0.234
C -4.7553 0.6885 1.5201 -0.55 0.90 -2.14 -0.283
C -4.4004 1.8579 2.4212 2.12 0.97 -0.60 -0.096
H -9.6332 1.9639 6.3695 -0.82 0.07 0.08 0.073
H -8.7843 1.8788 4.8605 0.05 -0.33 0.54 0.089
H -8.1614 1.1597 6.3970 -0.63 -0.39 -0.77 0.079
H -10.5925 0.4421 4.6307 0.33 -0.90 0.54 0.134
H -10.2326 -0.4512 6.1831 0.11 -0.20 -0.64 0.126
H -8.5851 -0.2517 3.5858 0.04 0.07 -0.52 0.096
H -9.3982 -1.6844 4.2009 -0.31 -1.19 -0.71 0.086
H -7.8613 -2.0337 5.9449 0.53 0.56 -0.20 0.119
H -6.9564 -0.4906 5.7209 -1.00 0.05 0.12 0.104
H -6.0847 -3.6705 2.7444 -0.08 -0.34 -0.27 0.090
H -7.5883 -2.8147 2.4881 0.01 -0.20 0.54 0.093
H -8.0598 -3.8441 5.0553 -0.09 -0.77 -0.87 0.108
H -6.7867 -4.9615 4.5356 -0.44 -0.20 -0.01 0.101
H -8.9492 -6.0095 3.9817 -0.28 -0.04 -0.16 0.118
H -7.8913 -5.6932 2.6397 -0.31 -0.40 -0.59 0.107
H -9.4100 -3.7353 1.8731 -0.13 -0.75 0.56 0.083
H -10.3359 -4.0004 3.3515 -0.15 0.19 0.14 0.077
H -10.4120 -5.1544 2.1086 -0.50 -1.00 -0.63 0.065
H -5.7084 -3.4274 6.1537 0.72 0.94 -0.96 0.132
H -4.6173 -2.0833 6.0195 0.76 0.77 0.41 0.077
H -4.0425 -3.7896 3.6942 0.28 0.16 -0.07 0.094
H -4.4158 -4.8578 5.0067 -0.14 -0.19 0.06 0.106
H -2.0673 -4.5012 5.1747 0.10 0.30 0.10 0.113
H -2.7278 -3.5348 6.4763 -0.51 -0.47 1.11 0.096
H -1.0500 -2.1751 5.3805 0.48 -0.02 0.40 0.056
H -2.5768 -1.4054 5.1146 -0.44 0.20 -0.06 0.054
H -1.8334 -2.4868 3.8686 -0.06 0.67 -0.11 0.064
H -4.3420 -1.5623 2.9550 -0.11 0.19 0.32 0.099
H -4.7125 -0.1744 4.0279 0.00 -0.10 -0.07 0.089
H -6.6382 0.3836 2.5318 -0.31 0.25 -0.33 0.100
H -6.1880 -0.9345 1.3806 0.14 0.47 0.61 0.119
H -5.1652 1.0729 0.5329 0.46 -0.21 1.16 0.098
H -3.9067 0.0739 1.1957 0.15 0.16 0.34 0.110
H -5.2852 2.3881 2.7150 -0.49 0.36 0.17 0.075
H -3.6706 2.6179 1.9581 -1.24 -1.14 0.24 0.094
H -3.8494 1.5751 3.3232 -0.24 -0.21 0.04 0.061
```
Forces are in eV/Å.